(1)
{
  "formula": "C4H24AgN8O8",
  "method": "ωB97M-V with the def2-TZVPD basis set",
  "e_above_lowest_kj_mol": 565.33,
  "charge": 2,
  "orbital_gap_ev": [7.516, 2.579],
  "total_energy_ev": -36820.368,
  "largest_force_ev_per_a": 11.25,
  "s_squared": 0.76,
  "multiplicity": 2,
  "elements": ["N", "C", "N", "H", "H", "H", "H", "C", "Ag", "C", "O", "H", "N", "H", "H", "C", "H", "O", "O", "H", "N", "H", "H", "H", "H", "H", "H", "N", "H", "O", "N", "O", "O", "N", "H", "H", "O", "H", "H", "H", "H", "H", "O", "N", "H"],
  "positions_angstrom": [[0.40, -6.16, -1.20], [-1.35, 0.38, -3.77], [-2.41, -0.09, -4.10], [-2.65, 0.08, -5.06], [-0.51, 5.79, 0.37], [2.13, 2.69, -0.82], [1.90, -2.88, 3.24], [-0.27, 4.72, 2.08], [-0.86, -0.35, 1.03], [0.95, -5.01, -1.37], [-3.99, 1.34, 1.18], [-0.37, 6.71, 1.81], [3.07, 2.36, -0.98], [5.29, 1.59, -1.20], [0.76, -2.73, 4.22], [3.40, 1.14, -0.63], [0.10, 6.00, 3.54], [-3.35, -2.98, 1.07], [-0.51, 3.57, 1.76], [-0.47, -6.16, -0.69], [2.14, -5.20, -1.88], [2.70, -4.37, -2.01], [-0.01, 4.27, 4.00], [0.87, -7.01, -1.47], [-0.57, 0.52, -5.72], [5.11, 0.27, -0.09], [-3.32, -3.89, 1.38], [0.05, 5.02, 3.33], [0.34, 1.05, -4.35], [0.98, -2.64, 3.29], [-0.30, 5.81, 1.36], [-1.06, 0.50, -2.65], [0.40, -3.95, -1.09], [4.69, 1.00, -0.64], [2.56, -6.06, -2.19], [-2.96, -0.45, -3.33], [2.68, 0.31, -0.09], [-4.44, 1.66, 1.97], [-4.52, 1.67, 0.45], [-2.62, -0.07, 4.63], [-1.35, 0.53, 5.20], [3.81, 3.04, -0.95], [-1.71, 0.12, 4.41], [-0.55, 0.77, -4.74], [-4.22, -2.88, 0.69]]
}

=====

(2)
{
  "formula": "C4H4N2",
  "method": "ωB97M-V with the def2-TZVPD basis set",
  "e_above_lowest_kj_mol": 326.82,
  "charge": 0,
  "orbital_gap_ev": 8.640,
  "total_energy_ev": -7189.301,
  "largest_force_ev_per_a": 0.54,
  "elements": ["N", "C", "N", "C", "C", "H", "H", "H", "H", "C"],
  "positions_angstrom": [[1.08, 1.04, -0.84], [-0.01, 1.21, -0.16], [0.84, -1.20, -0.89], [1.61, -0.15, -0.54], [-0.49, 0.04, 0.66], [-0.98, -1.98, -0.31], [0.26, -0.06, 1.49], [-0.55, 2.15, -0.22], [-1.51, 0.13, 1.02], [-0.26, -1.17, -0.22]]
}

=====

(3)
{
  "formula": "C8H30B2O31",
  "method": "ωB97M-V with the def2-TZVPD basis set",
  "e_above_lowest_kj_mol": 549.46,
  "charge": -2,
  "orbital_gap_ev": 8.498,
  "total_energy_ev": -73619.930,
  "largest_force_ev_per_a": 8.97,
  "elements": ["O", "C", "H", "O", "H", "O", "H", "H", "C", "H", "O", "H", "H", "O", "O", "O", "O", "H", "O", "H", "O", "C", "O", "O", "H", "C", "B", "H", "H", "O", "H", "O", "O", "H", "O", "C", "H", "O", "O", "O", "H", "H", "C", "H", "H", "O", "H", "H", "O", "O", "O", "O", "B", "O", "H", "C", "H", "O", "O", "O", "C", "H", "O", "H", "H", "H", "O", "O", "H", "H", "H"],
  "positions_angstrom": [[-1.16, 29.71, -24.06], [-10.80, 30.64, -21.52], [-12.67, 29.09, -23.46], [-6.45, 26.58, -19.93], [-8.85, 25.25, -18.60], [-10.77, 27.66, -20.78], [-11.37, 24.80, -23.53], [-5.05, 27.15, -22.07], [-7.92, 27.62, -22.88], [-4.16, 25.82, -24.92], [-9.38, 24.46, -21.67], [-1.09, 29.39, -24.95], [-10.87, 26.28, -23.72], [-3.29, 31.81, -20.25], [-8.01, 31.97, -20.52], [-9.45, 25.68, -19.21], [-9.58, 30.68, -21.91], [-6.82, 23.79, -22.22], [-4.19, 31.04, -23.09], [-12.07, 27.82, -23.75], [-6.16, 30.33, -23.46], [-4.99, 30.50, -23.85], [-7.36, 26.83, -26.95], [-5.64, 29.56, -20.36], [-8.52, 24.85, -21.81], [-8.67, 28.34, -23.83], [-6.60, 29.00, -23.98], [-7.17, 26.87, -20.49], [-9.91, 27.60, -21.24], [-11.34, 25.73, -23.08], [-3.35, 31.01, -20.82], [-7.93, 29.03, -24.58], [-5.53, 28.52, -24.84], [-5.22, 26.69, -24.39], [-4.17, 26.93, -22.12], [-10.95, 30.71, -20.18], [-11.23, 26.17, -26.24], [-12.84, 28.19, -23.36], [-6.73, 27.96, -22.91], [-11.71, 30.50, -22.31], [-9.16, 25.35, -20.08], [-10.08, 24.61, -22.30], [-6.65, 30.24, -20.53], [-6.60, 27.28, -27.29], [-1.94, 27.04, -26.21], [-8.53, 25.18, -25.04], [-4.14, 32.26, -20.32], [-10.40, 27.26, -25.65], [-7.78, 29.66, -20.62], [-2.91, 26.79, -26.20], [-6.80, 24.70, -22.63], [-9.83, 30.66, -19.58], [-8.80, 30.71, -20.67], [-11.95, 30.99, -19.58], [-8.03, 25.85, -25.49], [-4.70, 29.45, -24.79], [-10.48, 27.77, -19.82], [-11.23, 26.82, -25.57], [-5.10, 25.77, -24.64], [-3.63, 29.32, -25.35], [-6.82, 31.66, -20.53], [-3.36, 27.63, -26.06], [-5.90, 32.44, -20.27], [-8.04, 25.11, -24.23], [-6.64, 25.69, -19.63], [-3.60, 27.57, -21.72], [-8.41, 27.02, -21.92], [-9.87, 28.31, -23.86], [-2.07, 29.98, -24.14], [-6.05, 24.54, -23.20], [-7.36, 26.01, -27.42]]
}

=====

(4)
{
  "formula": "C30H30Br2N6O7Zr",
  "method": "ωB97M-V with the def2-TZVPD basis set",
  "e_above_lowest_kj_mol": 286.38,
  "charge": 0,
  "orbital_gap_ev": 5.793,
  "total_energy_ev": -196238.622,
  "largest_force_ev_per_a": 3.05,
  "elements": ["H", "H", "C", "H", "C", "H", "H", "O", "C", "C", "C", "O", "C", "H", "H", "H", "C", "H", "C", "H", "Br", "C", "O", "H", "N", "C", "C", "H", "C", "H", "C", "H", "C", "H", "C", "N", "Zr", "N", "O", "H", "C", "C", "C", "N", "H", "H", "H", "N", "H", "C", "H", "H", "C", "H", "C", "C", "C", "H", "C", "H", "O", "H", "H", "C", "H", "N", "H", "C", "C", "Br", "C", "H", "C", "O", "C", "O"],
  "positions_angstrom": [[3.19, -6.12, -1.85], [-2.80, 1.14, -3.64], [-1.79, 3.13, -3.55], [-4.23, 3.45, 3.72], [-5.60, -0.53, 3.05], [-6.81, -0.40, 4.71], [-4.20, 2.35, 2.30], [-0.42, -0.99, -1.59], [-1.98, 1.79, -3.32], [2.86, -0.92, -2.90], [4.42, 0.80, 1.35], [-3.83, 3.11, -4.57], [3.75, 0.09, -0.92], [1.19, -5.09, -2.60], [-3.74, 0.13, 2.90], [4.37, -5.17, 0.24], [3.49, 0.80, 0.29], [0.63, 2.01, 2.18], [1.78, -1.42, -3.85], [1.20, -0.59, -4.30], [3.72, 1.15, 3.09], [5.70, 0.36, 1.09], [2.33, 1.45, 0.36], [-7.50, -1.30, 3.39], [-0.01, 2.29, 2.93], [-1.51, 0.71, 1.83], [2.79, -5.29, -1.25], [-4.60, -0.75, 1.34], [6.08, -0.08, -0.19], [6.23, -1.14, -2.92], [1.17, -1.91, 0.77], [-5.56, 1.69, 4.55], [1.10, -3.52, -1.08], [-2.26, 3.57, 2.68], [1.62, -4.65, -1.71], [2.65, -0.25, -1.72], [0.89, 0.08, -0.43], [-6.71, -0.78, 3.80], [-0.48, 0.49, 1.08], [-1.16, 0.96, 3.89], [-0.72, 3.73, -2.81], [-1.12, -0.38, -2.61], [-4.53, 1.38, 4.29], [-5.47, -1.02, 1.79], [-6.19, -1.50, 1.28], [-0.63, 4.80, -2.87], [-2.08, 3.11, 4.35], [-4.55, 0.11, 3.59], [3.60, -3.11, 1.26], [-2.36, 2.67, 3.36], [-0.04, 3.20, 3.36], [1.71, -1.51, 1.66], [0.10, 3.01, -1.98], [0.99, 3.45, -1.54], [-2.76, 3.79, -4.52], [4.17, -1.19, -3.29], [5.25, -0.90, -2.48], [1.11, -2.10, -3.34], [3.02, -3.54, 0.42], [0.16, -3.05, -1.43], [-2.62, 0.18, 1.65], [6.43, 0.37, 1.90], [0.11, -2.04, 0.98], [1.79, -2.96, 0.02], [4.33, -1.82, -4.17], [-0.07, 1.72, -1.81], [-3.92, 1.32, 5.21], [5.09, -0.29, -1.23], [-3.89, 2.45, 3.39], [7.86, -0.44, -0.58], [-1.05, 1.12, -2.56], [2.30, -2.04, -4.63], [-1.24, 1.63, 3.02], [-2.54, 4.86, -5.08], [3.47, -4.71, -0.20], [-1.69, -0.94, -3.53]]
}

=====

(5)
{
  "formula": "BrZn",
  "method": "ωB97M-V with the def2-TZVPD basis set",
  "e_above_lowest_kj_mol": 38.63,
  "charge": 1,
  "orbital_gap_ev": 6.801,
  "total_energy_ev": -118451.248,
  "largest_force_ev_per_a": 2.44,
  "elements": ["Br", "Zn"],
  "positions_angstrom": [[-0.16, 0.20, 1.20], [0.16, -0.20, -1.20]]
}

=====

(6)
{
  "formula": "C31H27N5O2S3Yb",
  "method": "ωB97M-V with the def2-TZVPD basis set",
  "e_above_lowest_kj_mol": 109.35,
  "charge": 1,
  "orbital_gap_ev": [8.011, 8.016],
  "total_energy_ev": -108163.151,
  "largest_force_ev_per_a": 3.39,
  "s_squared": 0.75,
  "multiplicity": 2,
  "elements": ["N", "H", "C", "H", "C", "N", "H", "C", "O", "H", "C", "C", "S", "C", "C", "C", "C", "C", "H", "C", "H", "C", "O", "H", "H", "C", "S", "N", "C", "H", "C", "S", "H", "H", "H", "H", "H", "C", "C", "C", "N", "C", "C", "H", "C", "H", "C", "H", "N", "H", "H", "H", "C", "C", "H", "C", "H", "H", "H", "C", "C", "C", "Yb", "H", "H", "C", "H", "C", "C"],
  "positions_angstrom": [[9.31, 10.97, 10.61], [13.18, 15.60, 8.07], [8.00, 7.47, 6.91], [4.25, 10.82, 5.76], [12.45, 12.31, 8.40], [11.54, 11.29, 7.81], [12.62, 6.21, 8.63], [7.75, 8.83, 7.19], [9.78, 11.09, 5.92], [9.15, 13.42, 6.01], [13.27, 12.06, 9.51], [10.07, 12.40, 12.24], [11.25, 11.32, 5.80], [9.27, 14.28, 7.92], [13.20, 9.38, 7.60], [9.18, 8.68, 11.57], [13.39, 8.01, 7.80], [6.67, 9.37, 6.49], [14.17, 16.23, 10.37], [12.40, 7.18, 8.30], [4.80, 13.93, 8.60], [4.93, 11.23, 6.47], [11.56, 12.67, 5.37], [13.10, 11.10, 10.07], [10.16, 8.10, 11.59], [9.66, 12.22, 10.93], [9.74, 15.64, 8.82], [11.02, 9.15, 8.50], [6.20, 7.33, 5.26], [5.17, 9.11, 4.95], [8.87, 14.34, 6.48], [9.97, 10.91, 13.05], [10.38, 15.03, 11.17], [10.59, 13.29, 12.64], [9.31, 15.15, 5.98], [13.98, 10.00, 7.20], [14.81, 12.80, 10.88], [6.17, 10.71, 6.92], [9.47, 10.14, 11.62], [12.52, 13.59, 7.93], [9.36, 13.16, 8.63], [11.98, 9.96, 8.00], [14.89, 15.39, 10.25], [10.33, 7.40, 9.13], [13.30, 14.60, 8.50], [15.24, 15.17, 11.26], [5.21, 13.04, 8.08], [8.66, 8.35, 12.41], [6.92, 11.43, 7.79], [15.79, 15.70, 9.68], [7.78, 14.46, 6.49], [8.61, 8.42, 10.68], [7.22, 6.74, 6.01], [9.92, 14.71, 10.22], [5.54, 6.73, 4.70], [4.49, 12.41, 7.08], [14.35, 7.61, 7.71], [7.29, 5.64, 5.81], [11.79, 13.86, 7.21], [5.97, 8.69, 5.50], [9.74, 13.39, 9.91], [14.12, 14.32, 9.56], [9.09, 10.70, 8.01], [8.88, 6.91, 7.31], [7.10, 12.96, 9.10], [6.44, 12.52, 8.40], [3.58, 12.92, 6.77], [14.12, 13.01, 10.02], [11.23, 7.85, 8.60]]
}

=====

(7)
{
  "formula": "C28H56Cl24O2P",
  "method": "ωB97M-V with the def2-TZVPD basis set",
  "e_above_lowest_kj_mol": 0.00,
  "charge": -1,
  "orbital_gap_ev": 6.143,
  "total_energy_ev": -343866.625,
  "largest_force_ev_per_a": 1.79,
  "elements": ["P", "Cl", "Cl", "C", "H", "C", "Cl", "Cl", "Cl", "C", "C", "Cl", "H", "H", "Cl", "C", "Cl", "H", "H", "Cl", "H", "Cl", "H", "H", "C", "H", "Cl", "C", "Cl", "C", "H", "H", "H", "Cl", "O", "C", "H", "H", "H", "H", "C", "C", "H", "H", "C", "H", "H", "C", "H", "H", "H", "C", "H", "H", "H", "C", "Cl", "H", "H", "C", "H", "C", "H", "Cl", "Cl", "H", "Cl", "Cl", "H", "H", "H", "C", "C", "H", "H", "H", "H", "C", "H", "C", "H", "C", "Cl", "C", "H", "H", "H", "H", "Cl", "C", "H", "Cl", "H", "H", "H", "Cl", "H", "Cl", "H", "C", "Cl", "H", "H", "H", "H", "O", "H", "C", "C", "C", "H"],
  "positions_angstrom": [[-0.83, -0.81, 1.53], [-3.46, -10.79, 1.24], [3.88, -4.52, 0.38], [-5.69, 2.50, -0.71], [-2.90, 1.35, 6.40], [2.80, -1.06, -3.09], [-4.88, 5.70, 6.78], [1.57, -11.71, 0.79], [3.00, 7.41, -5.48], [-4.31, 3.11, -0.77], [1.00, -1.24, 1.16], [-7.02, 5.26, 3.99], [3.08, -10.14, 1.70], [6.37, 6.33, -9.14], [3.73, 5.36, -8.43], [-3.39, -1.34, 1.22], [-3.72, 7.91, 4.46], [-3.09, 5.22, 5.33], [2.70, 1.08, -3.36], [5.49, 1.97, -5.86], [-6.23, 2.80, 0.18], [-2.39, -8.53, -1.08], [2.33, -1.96, -3.48], [-4.40, 4.19, -0.89], [2.13, -1.68, 1.06], [-1.59, -11.15, -0.16], [2.78, 4.08, -4.84], [1.73, -5.95, -0.51], [-5.62, 0.72, -0.71], [3.07, -5.40, -0.94], [2.30, 5.73, -3.24], [3.92, -0.62, 2.76], [-10.24, 5.65, 5.74], [-3.37, 2.82, 0.71], [-1.22, -2.32, 0.75], [-2.34, 1.44, 4.31], [6.76, 7.37, -7.77], [-3.35, 1.56, 3.91], [-3.73, 2.72, -1.61], [1.11, 6.12, -6.04], [-2.40, 0.74, 5.64], [2.32, 0.17, -3.82], [-8.22, 6.88, 5.17], [5.20, 2.01, -8.20], [5.80, 0.02, 3.55], [-4.03, -0.68, 0.61], [2.69, 1.66, -6.47], [2.58, -11.02, 2.09], [5.32, 0.82, 4.12], [1.21, -6.36, -1.37], [-2.56, 5.48, 6.99], [6.20, 6.49, -8.08], [2.67, 1.78, -8.23], [3.34, -11.77, 2.33], [2.45, -10.42, 4.14], [-3.21, 5.86, 6.20], [-10.11, 3.83, 4.28], [3.88, -1.16, -3.21], [4.38, 7.60, -8.22], [1.79, 5.37, -4.13], [0.85, 4.92, -3.82], [-1.51, -9.06, 0.39], [-6.26, 2.80, -1.58], [7.16, -0.57, 4.54], [-0.78, 0.31, 6.25], [-1.78, 7.36, 5.66], [-1.64, 3.08, 4.44], [1.90, -7.27, 0.68], [-1.13, -10.84, 1.51], [4.46, -1.56, 4.15], [-0.69, -1.50, 2.79], [-8.52, 6.04, 4.54], [1.78, -10.71, 3.33], [-4.01, -1.95, 1.92], [-8.87, 4.62, 6.12], [4.55, 6.73, -6.68], [-2.83, -3.46, 0.64], [3.27, 1.48, -7.37], [3.74, -6.18, -1.28], [-9.41, 5.10, 5.31], [-0.49, 0.48, 2.09], [4.80, -1.06, 3.25], [0.66, -9.35, 3.08], [4.56, 2.26, -7.35], [1.10, -5.18, -0.06], [-3.06, 7.95, 6.73], [-9.03, 6.44, 3.66], [2.93, -4.69, -1.75], [6.90, 5.11, -7.20], [4.74, 6.67, -7.77], [-1.80, -8.41, 1.21], [2.48, -0.98, -1.33], [2.65, 0.14, -4.86], [6.21, 0.45, 2.64], [-2.96, -0.19, 5.54], [5.45, -2.29, 2.14], [-0.95, -0.07, 0.29], [3.53, -0.28, -7.52], [-1.76, 0.88, 3.58], [1.52, 6.49, -5.10], [0.54, 0.28, -3.85], [1.20, -11.57, 3.66], [-0.45, -8.91, 0.19], [3.07, -2.17, 1.30], [-2.85, -2.19, -0.68], [-2.50, -0.54, 1.99], [0.81, 7.19, -4.67], [-2.85, 7.29, 5.89], [-1.78, -10.51, 0.70], [-2.58, -2.42, 0.37], [4.34, 3.33, -7.39]]
}

=====

(8)
{
  "formula": "C8H11FP2S",
  "method": "ωB97M-V with the def2-TZVPD basis set",
  "e_above_lowest_kj_mol": 203.37,
  "charge": 0,
  "orbital_gap_ev": 7.535,
  "total_energy_ev": -40599.744,
  "largest_force_ev_per_a": 4.40,
  "elements": ["H", "H", "H", "C", "F", "P", "H", "H", "C", "H", "P", "C", "H", "H", "C", "H", "H", "C", "C", "S", "H", "C", "C"],
  "positions_angstrom": [[1.51, 3.23, 0.57], [4.04, 2.45, 0.62], [2.59, -0.91, 0.41], [0.65, -0.43, 1.27], [-3.10, -2.04, 1.57], [-2.63, -1.85, -1.23], [-4.52, -3.25, -2.94], [-4.24, -1.18, -3.26], [1.28, 2.15, 0.63], [4.19, 0.63, -0.03], [-3.45, -2.38, -3.28], [-0.26, 0.59, 1.46], [-2.08, -0.92, -1.92], [0.36, -1.38, 1.46], [-2.03, -1.35, 1.17], [-1.36, -2.71, -1.12], [-0.66, 2.69, 1.36], [3.63, 1.62, -0.01], [0.06, 1.87, 1.24], [-1.85, 0.06, 2.07], [3.65, 2.11, -1.08], [1.95, -0.15, 0.69], [2.26, 1.14, 0.34]]
}